The following is a quantum chemistry calculation of C11H14Si in the gas phase, from the Open Molecules 2025 dataset.

## Properties
Net charge = 0
HOMO level = -7.93 eV
Relative energy (zero: lowest compared OMol25 entry of this formula, charge and spin) = 250.3 kJ/mol
HOMO-LUMO gap = 8.5 eV

Last column: Mulliken charge in e.
Cartesian coordinates (Å):
C  -2.05484  2.23525  1.22417  -0.60
C  -2.87895  1.20507  0.91335  -0.43
C  -0.70745  2.09356  1.07462  -0.96
C  -2.41008  0.05084  0.34487  -0.75
C  -0.11281  0.79697  0.71360  1.13
C  -1.01903  -0.19926  0.22738  0.47
C  1.34594  0.87881  0.61879  -0.78
C  2.12171  -0.19975  0.27274  0.51
C  -0.67413  -1.40206  -0.61463  -0.12
C  3.54439  -0.16486  0.42178  -1.30
C  -1.00615  -1.17627  -2.16862  -1.19
Si  1.15712  -1.72469  -0.41580  0.19
H  -2.40026  3.09845  1.75668  0.37
H  -4.01084  1.12731  1.05851  0.27
H  -0.07936  2.96635  1.25044  0.29
H  -3.08731  -0.48654  -0.27336  0.37
H  1.85644  1.66447  1.12616  0.30
H  3.95352  0.07787  1.37335  0.36
H  3.89821  0.72988  -0.15603  0.29
H  3.95928  -1.17058  0.12606  0.31
H  -2.07247  -0.82831  -2.24145  0.34
H  -1.01518  -2.18111  -2.73476  0.30
H  -0.26573  -0.54519  -2.53936  0.41
H  2.00992  -1.99863  -1.74488  -0.11
H  1.17307  -2.65446  0.60956  -0.20
H  -1.22498  -2.19312  -0.22319  0.55

Cartesian forces, eV/Å:
C 0.253 0.714 1.279
C -3.396 -1.612 -0.006
C 1.236 -2.162 -0.230
C 2.268 0.671 -0.447
C -1.749 2.952 -0.924
C -0.534 1.388 -0.037
C 0.779 -3.668 -0.034
C -4.282 0.928 0.221
C 1.577 1.562 -1.900
C 2.343 -0.288 -1.556
C -2.343 -2.778 1.659
Si 1.646 1.872 -1.761
H -0.421 0.564 -0.266
H 1.614 1.096 -0.100
H 0.145 -0.435 0.139
H -0.520 -1.115 0.173
H 0.011 1.041 0.116
H -0.174 -0.122 1.328
H 0.308 -1.210 -0.232
H 0.261 1.361 -0.079
H 1.201 0.227 -0.221
H 0.388 1.472 0.908
H 0.782 1.313 -1.097
H -1.111 -0.214 1.310
H 0.592 -1.895 1.330
H -0.875 -1.660 0.428

The following is a quantum chemistry calculation of C21H25N3O5S in the gas phase, from the Open Molecules 2025 dataset.

## Properties
Net charge = 0
HOMO level = -8.95 eV
Relative energy (zero: lowest compared OMol25 entry of this formula, charge and spin) = 0.0 kJ/mol
HOMO-LUMO gap = 9.4 eV

Last column: Mulliken charge in e.
Cartesian coordinates (Å):
C  -3.56033  -2.19828  1.37702  -1.61
C  -3.30130  -1.73748  -0.04813  0.29
N  -1.90634  -1.95104  -0.45479  -0.02
C  -0.84099  -1.43404  0.19595  -0.66
O  -0.85801  -1.02044  1.33537  -0.73
C  0.45062  -1.44142  -0.64246  -1.04
N  1.24118  -0.29578  -0.30068  0.95
C  1.71380  0.65538  -1.14696  -0.12
O  1.25606  0.88778  -2.25730  -0.87
C  2.84676  1.28392  -0.44977  0.37
C  3.67113  2.32181  -0.84537  -0.67
C  4.69865  2.69308  0.00716  -0.58
C  4.88955  2.04297  1.21887  -0.47
C  4.05683  1.00698  1.62078  -0.88
C  3.03621  0.63264  0.77298  0.23
C  1.97769  -0.40448  0.91760  0.30
H  1.33721  -0.25650  1.79258  0.43
S  2.53300  -2.16842  0.95584  -0.25
C  1.34886  -2.68358  -0.38407  1.73
C  2.16442  -2.99887  -1.63300  -1.51
H  2.68385  -2.10984  -1.98656  0.33
H  1.51709  -3.36527  -2.42844  0.40
H  2.90678  -3.76140  -1.40953  0.40
C  0.56946  -3.90000  0.09092  -1.75
H  -0.15806  -4.20404  -0.65974  0.36
H  0.04882  -3.68462  1.02085  0.36
H  1.25505  -4.72580  0.26649  0.50
H  4.20870  0.50191  2.56221  0.49
H  5.70073  2.34898  1.86265  0.40
H  5.36058  3.49874  -0.27304  0.41
H  3.50755  2.81904  -1.78858  0.52
H  0.20189  -1.37537  -1.70769  0.90
H  -1.80137  -2.11934  -1.44435  0.39
H  -3.90770  -2.34909  -0.72614  0.41
C  -3.54050  -0.28274  -0.51809  0.44
O  -3.82115  -0.14004  -1.69734  -0.69
N  -3.22965  0.75918  0.26889  0.07
C  -2.90646  2.04474  -0.35620  -0.05
C  -1.44253  1.91160  -0.80849  0.18
O  -0.50622  2.16668  -0.09158  -0.65
O  -1.33820  1.42408  -2.02370  -0.55
H  -0.38543  1.26341  -2.27620  0.57
C  -3.06700  3.09138  0.74734  -0.80
H  -2.07510  3.43418  1.04621  0.30
C  -3.73023  2.33643  1.89888  -0.86
H  -4.81598  2.36056  1.79196  0.35
H  -3.46420  2.74106  2.87252  0.39
C  -3.22638  0.90699  1.70965  -0.39
H  -2.20933  0.79404  2.09817  0.14
H  -3.88371  0.18051  2.17818  0.43
H  -3.65229  3.94575  0.41532  0.35
H  -3.54157  2.19091  -1.23322  0.60
H  -2.85762  -1.75615  2.07355  0.36
H  -4.58065  -1.95892  1.66546  0.41
H  -3.44063  -3.27985  1.41595  0.37

Cartesian forces, eV/Å:
C 0.048 0.066 -0.056
C -0.030 0.047 0.061
N -0.272 -0.339 -0.277
C 0.323 -0.158 -0.456
O 0.067 0.118 0.247
C -0.097 0.051 0.014
N -0.177 0.012 -0.114
C -0.292 -0.103 -0.011
O 0.209 0.064 -0.338
C 0.406 0.023 0.487
C -0.139 -0.119 -0.016
C 0.009 0.088 -0.115
C -0.007 -0.080 0.114
C -0.047 -0.008 -0.015
C -0.011 0.276 -0.565
C 0.154 -0.514 0.714
H 0.093 0.106 -0.212
S -0.183 0.187 -0.106
C 0.215 0.004 0.253
C -0.070 0.081 0.050
H 0.047 0.038 -0.037
H -0.094 -0.062 -0.111
H 0.069 -0.050 -0.023
C 0.071 0.066 0.015
H -0.053 -0.096 -0.088
H -0.056 -0.033 0.056
H 0.012 -0.107 0.000
H 0.043 -0.026 0.127
H 0.072 0.031 0.047
H 0.052 0.062 -0.018
H -0.010 0.059 -0.105
H 0.043 -0.005 0.109
H 0.075 0.129 0.062
H 0.119 0.244 0.105
C -0.391 -0.622 -0.195
O -0.057 -0.061 -0.121
N 0.050 0.442 0.023
C 0.196 0.169 -0.517
C -0.216 0.276 0.252
O 0.186 0.134 0.214
O 0.070 -0.283 -0.785
H -0.208 0.110 0.391
C 0.069 -0.003 0.060
H -0.085 0.020 -0.026
C -0.009 -0.084 -0.067
H -0.025 -0.018 0.048
H -0.028 0.001 0.059
C 0.025 -0.029 0.558
H -0.130 -0.041 0.045
H 0.084 -0.018 0.020
H 0.015 0.018 -0.033
H 0.074 0.017 0.160
H -0.087 -0.009 0.067
H -0.114 -0.001 0.050
H -0.006 -0.069 -0.001

The following is a quantum chemistry calculation of C6H15NO3 in the gas phase, from the Open Molecules 2025 dataset.

## Properties
Net charge = 0
HOMO level = -9.42 eV
Relative energy (zero: lowest compared OMol25 entry of this formula, charge and spin) = 96.1 kJ/mol
HOMO-LUMO gap = 10.1 eV

Last column: Mulliken charge in e.
Cartesian coordinates (Å):
C  0.08966  -0.44685  -0.07917  0.78
C  -0.28537  1.07086  -0.10401  -0.51
C  1.54603  -0.71548  -0.60435  0.14
C  -1.77257  1.47418  -0.00723  -0.43
C  2.65204  0.01843  0.14263  -1.35
C  -2.69068  0.63807  0.86385  -1.27
N  -0.07063  -1.04947  1.23913  -0.76
O  -0.78318  -1.16238  -0.94786  -0.66
O  0.19902  1.66806  -1.32734  -0.58
O  1.77849  -2.14508  -0.51212  -0.60
H  -0.36260  -2.03998  -1.03192  0.43
H  -0.28625  1.22208  -2.04768  0.40
H  2.70920  -2.29511  -0.76063  0.36
H  0.25756  1.57219  0.70704  0.44
H  1.60032  -0.48327  -1.67442  0.25
H  0.46201  -1.92247  1.23081  0.34
H  -1.04388  -1.33189  1.32628  0.32
H  -1.80239  2.50827  0.36399  0.36
H  -2.21130  1.53063  -1.01165  0.27
H  2.64903  -0.22751  1.20889  0.33
H  3.63265  -0.28165  -0.24382  0.42
H  2.56492  1.10242  0.02891  0.32
H  -2.30417  0.53067  1.88023  0.31
H  -2.85462  -0.35258  0.42946  0.26
H  -3.67327  1.11787  0.93099  0.43

Cartesian forces, eV/Å:
C 0.068 -0.731 0.135
C 0.011 0.044 -0.715
C 0.367 0.174 0.187
C -0.168 0.015 0.209
C -0.039 0.087 0.174
C -0.298 -0.197 0.162
N 0.517 0.149 0.237
O 0.066 -0.024 -0.924
O -0.047 -0.561 0.051
O 0.107 0.204 0.062
H -0.358 0.394 -0.150
H 0.286 0.293 0.386
H -0.678 0.041 0.163
H 0.031 -0.326 -0.190
H -0.309 0.334 0.261
H -0.048 0.284 0.125
H 0.157 0.240 0.073
H 0.186 -0.179 -0.140
H 0.266 -0.196 0.048
H -0.180 0.024 -0.110
H -0.116 0.073 -0.098
H -0.025 -0.148 -0.039
H -0.040 -0.024 -0.053
H 0.098 0.074 0.120
H 0.146 -0.042 0.028

The following is a quantum chemistry calculation of C4H4LiO12 as an isolated structure, from the Open Molecules 2025 dataset.

## Properties
Net charge = -3
HOMO level = -0.61 eV
Relative energy (zero: lowest compared OMol25 entry of this formula, charge and spin) = 353.8 kJ/mol
HOMO-LUMO gap = 6.8 eV

Last column: Mulliken charge in e.
Cartesian coordinates (Å):
Li  12.51878  4.80634  14.86857  0.98
O  12.52806  10.16153  13.18879  -0.46
C  12.38463  8.88224  13.36950  0.74
O  13.37050  8.16785  13.58747  -0.77
O  11.26140  8.34171  13.45246  -0.77
H  11.57700  10.23384  13.07988  0.28
O  17.44725  5.55194  17.63602  -0.48
C  16.54603  4.73309  18.15622  0.64
O  15.52019  4.54906  17.50888  -0.72
O  16.74400  4.10732  19.19247  -0.75
H  16.98838  5.62359  16.79584  0.31
O  10.01788  5.97743  19.31401  -0.48
C  9.26424  5.39671  18.31352  0.65
O  9.87644  4.77305  17.40524  -0.74
O  8.03120  5.63707  18.31695  -0.75
H  10.80761  5.68149  18.85537  0.32
O  10.26092  3.74404  10.04068  -0.48
C  11.04781  2.74040  10.48519  0.66
O  11.70210  3.09140  11.53737  -0.77
O  11.15234  1.61070  9.95588  -0.74
H  10.46195  4.21985  10.84988  0.34

Cartesian forces, eV/Å:
Li -0.212 0.500 -0.020
O -0.557 2.678 -0.861
C 1.233 -6.623 2.268
O 2.635 0.241 -0.235
O -2.343 1.696 -0.843
H -0.910 1.695 -0.247
O 1.736 1.354 -0.803
C -1.675 -3.048 2.214
O -2.274 0.653 -2.805
O 1.945 0.118 2.077
H 0.252 0.845 -0.774
O 0.319 -0.592 -0.477
C -3.519 0.531 -1.851
O 0.958 -0.031 0.692
O 0.761 -0.285 0.769
H 1.572 0.308 0.764
O -0.860 -0.236 -0.821
C 2.876 -2.798 1.625
O -0.560 0.082 -0.322
O -0.969 1.253 -0.629
H -0.407 1.659 0.281

The following is a quantum chemistry calculation of C18H18N2O2 in the gas phase, from the Open Molecules 2025 dataset.

## Properties
Net charge = 0
HOMO level = -7.72 eV
Relative energy (zero: lowest compared OMol25 entry of this formula, charge and spin) = 94.5 kJ/mol
HOMO-LUMO gap = 8.4 eV

Last column: Mulliken charge in e.
Cartesian coordinates (Å):
C  -6.26733  -0.70951  0.19828  -0.92
H  -6.50614  -0.09901  1.07538  0.36
O  -4.89299  -0.99600  0.12728  -0.44
C  -4.02073  0.03964  0.01552  0.60
C  -4.35862  1.37887  -0.04138  -0.70
C  -3.38016  2.37233  -0.15825  -0.65
C  -2.03941  2.07526  -0.22680  -1.05
C  -1.68796  0.72944  -0.17327  -0.09
N  -0.46228  0.13751  -0.23385  0.04
C  -0.61389  -1.23054  -0.11005  0.87
C  -1.94865  -1.52275  0.00241  -1.22
C  -2.65357  -0.29443  -0.04676  1.34
H  -2.37243  -2.50093  0.09744  0.56
C  0.52198  -2.16585  -0.09240  0.10
O  0.48302  -3.25275  0.45010  -0.67
N  1.62450  -1.71764  -0.75802  -0.15
H  1.60926  -0.80164  -1.17569  0.36
C  2.92058  -2.33158  -0.60887  -0.88
H  2.75706  -3.39044  -0.40026  0.40
H  3.46865  -2.22325  -1.54823  0.43
C  3.71230  -1.68788  0.54925  -1.08
C  3.68904  -0.19311  0.41344  0.41
C  2.71372  0.55190  1.06812  -0.35
C  2.62434  1.92106  0.88011  -0.41
C  3.51344  2.56412  0.03516  -0.49
C  4.49333  1.83229  -0.61456  -0.56
C  4.57705  0.46328  -0.42980  -0.34
H  5.34179  -0.10338  -0.94171  0.42
H  5.19359  2.33030  -1.26893  0.39
H  3.44609  3.63173  -0.11192  0.40
H  1.86224  2.48695  1.39739  0.47
H  2.02440  0.05258  1.73566  0.37
H  4.73525  -2.06503  0.52862  0.46
H  3.24775  -1.98262  1.49120  0.34
H  0.41256  0.63612  -0.19392  -0.11
H  -1.29142  2.84765  -0.31917  0.43
H  -3.70014  3.40304  -0.19583  0.38
H  -5.39094  1.68758  0.00454  0.39
H  -6.61920  -0.19966  -0.70475  0.35
H  -6.76605  -1.67364  0.28453  0.25

Cartesian forces, eV/Å:
C -0.281 0.075 0.013
H 0.023 -0.016 -0.048
O 0.503 0.004 -0.025
C 0.134 0.185 -0.033
C -0.459 -0.318 0.045
C 0.368 0.066 -0.013
C -0.052 0.296 0.006
C -0.630 -0.182 -0.030
N 0.292 0.041 -0.081
C -0.729 -0.164 0.205
C 0.486 -0.149 -0.015
C 0.107 0.314 -0.005
H 0.003 -0.246 0.025
C 0.266 0.006 -0.254
O -0.095 -0.107 0.138
N 0.045 0.134 -0.194
H -0.122 -0.101 0.001
C 0.099 -0.180 0.235
H 0.081 0.084 -0.125
H -0.030 -0.054 0.068
C -0.128 -0.054 -0.226
C 0.107 -0.076 0.122
C 0.064 0.001 0.032
C -0.083 0.065 0.028
C 0.005 0.109 -0.046
C 0.029 0.086 -0.071
C -0.037 -0.028 0.056
H 0.092 -0.068 -0.057
H 0.057 0.042 -0.051
H 0.004 0.086 -0.008
H -0.051 0.052 0.061
H -0.057 -0.057 0.073
H 0.025 -0.027 0.069
H 0.045 -0.037 0.013
H -0.047 -0.026 0.067
H 0.055 0.111 -0.021
H -0.007 0.084 -0.007
H -0.108 -0.029 0.008
H 0.030 -0.012 0.048
H -0.005 0.092 -0.005